(1)
Density functional theory data (the ωB97M-V functional and the def2-TZVPD basis) for a cluster of 6 separate species, C26H36O26S6 in total.

## Properties
- orbital gap (eV) = 8.24
- SMILES = O=CCc1cc(CCCCS(=O)(=O)O)cc2c1C(=O)C=CC2=O.O=S1(=O)OCCO1.O=S1(=O)OCCO1.O=S1(=O)OCCO1.O=S1(=O)OCCO1.O=S1(=O)OCCO1
- calculated total energy (a.u.) = -5357.4925
- multiplicity = 1
- charge = 0

Geometry (Å):
O -2.53 -4.59 -0.74
C -3.73 -4.53 -0.66
C -4.43 -3.82 0.59
C -3.76 -2.42 0.74
C -2.51 -2.32 1.50
C -1.80 -1.06 1.68
C -0.50 -0.94 2.52
C 0.77 -0.53 1.69
C 1.14 -1.66 0.64
C 1.71 -0.95 -0.65
S 0.49 -0.86 -2.00
O 0.23 -2.20 -2.53
O -0.78 -0.25 -1.60
O 1.15 0.13 -3.15
C -2.37 0.14 1.05
C -3.60 0.04 0.30
C -4.35 -1.24 0.13
C -5.67 -1.20 -0.66
O -6.14 -2.13 -1.29
C -6.46 0.15 -0.60
C -5.79 1.33 -0.44
C -4.24 1.30 -0.37
O -3.56 2.18 -0.83
H -4.37 -4.98 -1.47
H -5.53 -3.79 0.41
H -4.14 -4.44 1.48
H -2.10 -3.26 1.95
H -0.33 -1.90 3.08
H -0.68 -0.11 3.27
H 1.63 -0.49 2.42
H 0.71 0.50 1.23
H 1.96 -2.29 1.10
H 0.27 -2.34 0.45
H 2.11 0.05 -0.36
H 2.59 -1.57 -1.00
H 0.35 0.42 -3.65
H -1.90 1.14 1.15
H -7.58 0.15 -0.66
H -6.35 2.29 -0.39
C -5.32 -2.18 -4.25
C -3.92 -2.75 -4.25
O -3.48 -2.63 -5.61
S -4.15 -1.33 -6.28
O -3.21 -0.25 -6.22
O -4.79 -1.72 -7.49
O -5.28 -1.07 -5.15
H -6.04 -2.91 -4.63
H -5.63 -1.85 -3.26
H -3.88 -3.78 -3.92
H -3.25 -2.15 -3.63
C -6.50 3.41 -5.42
C -6.20 2.51 -4.24
O -6.80 3.16 -3.11
S -8.12 3.95 -3.60
O -9.26 3.13 -3.33
O -8.03 5.30 -3.16
O -7.83 3.90 -5.19
H -5.82 4.27 -5.44
H -6.45 2.88 -6.37
H -5.13 2.37 -4.08
H -6.68 1.53 -4.36
C 5.66 2.28 4.18
C 4.86 1.11 4.72
O 3.54 1.31 4.23
S 3.61 2.02 2.78
O 3.50 1.01 1.78
O 2.78 3.17 2.80
O 5.15 2.49 2.85
H 5.48 3.18 4.76
H 6.73 2.07 4.15
H 4.87 1.08 5.81
H 5.23 0.16 4.33
C 8.66 5.37 2.93
C 9.64 5.95 3.94
O 9.12 5.55 5.21
S 8.40 4.12 5.07
O 9.31 3.11 5.47
O 7.09 4.24 5.61
O 8.29 4.09 3.46
H 7.76 5.98 2.86
H 9.10 5.26 1.94
H 9.71 7.03 3.87
H 10.63 5.51 3.82
C 5.92 -3.52 0.39
C 5.00 -4.72 0.25
O 4.66 -5.08 1.59
S 4.62 -3.74 2.51
O 3.27 -3.31 2.61
O 5.45 -3.96 3.64
O 5.39 -2.76 1.48
H 6.93 -3.83 0.66
H 5.96 -2.92 -0.51
H 5.47 -5.55 -0.26
H 4.08 -4.44 -0.27

Löwdin atomic charge list, values in e, 6 entries:
1 O 0.046
2 C -0.228
3 C -0.085
4 C -0.130
5 C 0.033
6 C -0.164

=====

(2)
Density functional theory data (the ωB97M-V functional and the def2-TZVPD basis) for a structure of composition C26H37ClNO6PV.

## Properties
- expectation value of S² = 0.841
- orbital gap (alpha / beta) (eV) = 6.80 / 7.72
- calculated total energy (a.u.) = -3263.8304
- multiplicity = 2
- relative energy (zero: lowest compared OMol25 entry of this formula, charge and spin) (kJ/mol) = 39.40
- charge = +2

Geometry (Å):
V -0.01 -0.28 -1.54
O -1.32 -0.61 1.93
Cl -0.82 0.13 0.85
O -0.89 1.52 0.98
O -1.58 -0.30 -0.47
O 0.57 -0.30 0.41
O 2.78 -0.26 -3.93
C 2.47 -1.21 -3.28
N 1.33 -1.19 -2.32
C 1.16 -2.54 -1.82
O 0.18 -2.73 -1.13
C 2.23 -3.37 -2.36
C 2.49 -4.71 -2.15
C 3.57 -5.25 -2.83
C 4.35 -4.46 -3.69
C 4.08 -3.11 -3.89
C 3.00 -2.58 -3.21
H 1.88 -5.31 -1.49
H 3.82 -6.29 -2.71
H 5.19 -4.92 -4.20
H 4.68 -2.51 -4.55
C -3.25 5.39 -1.48
C -1.79 5.56 -1.02
C -1.07 4.20 -0.88
C -1.69 3.22 -1.89
C -3.12 2.85 -1.47
C -3.84 4.10 -0.92
P -0.57 1.88 -2.34
C 1.07 2.42 -2.93
C 2.08 2.33 -1.76
C 3.44 2.82 -2.24
C 3.40 4.31 -2.66
C 1.97 4.82 -2.88
C 1.12 3.81 -3.64
C -1.23 0.64 -3.51
C -0.79 0.77 -4.99
C -1.54 -0.24 -5.87
C -1.81 -1.53 -5.09
C -2.78 -1.27 -3.92
C -2.69 0.18 -3.41
H -3.31 5.37 -2.58
H -3.83 6.25 -1.17
H -1.76 6.06 -0.06
H -1.24 6.19 -1.72
H -1.23 3.80 0.12
H 0.00 4.32 -1.01
H -1.71 3.73 -2.87
H -3.08 2.08 -0.69
H -3.67 2.44 -2.31
H -3.78 4.12 0.17
H -4.90 4.03 -1.16
H 1.35 1.65 -3.64
H 2.17 1.28 -1.43
H 1.74 2.89 -0.89
H 3.75 2.20 -3.08
H 4.18 2.67 -1.45
H 3.97 4.44 -3.57
H 3.88 4.92 -1.90
H 1.99 5.75 -3.43
H 1.50 5.05 -1.92
H 1.56 3.64 -4.63
H 0.12 4.21 -3.83
H -0.65 -0.31 -3.20
H 0.29 0.62 -5.08
H -1.00 1.79 -5.31
H -0.96 -0.43 -6.77
H -2.49 0.18 -6.20
H -0.86 -1.93 -4.72
H -2.21 -2.30 -5.75
H -2.57 -1.96 -3.10
H -3.80 -1.47 -4.23
H -3.10 0.25 -2.40
H -3.27 0.85 -4.04

Löwdin atomic charge list, values in e, 6 entries:
1 V 0.929
2 O -0.127
3 Cl 0.833
4 O -0.213
5 O -0.394
6 O -0.327

=====

(3)
Density functional theory data (the ωB97M-V functional and the def2-TZVPD basis) for a structure of composition C26H37FNS4Ti.

## Properties
- expectation value of S² = 2.006
- orbital gap (alpha / beta) (eV) = 7.45 / 7.62
- calculated total energy (a.u.) = -3609.6225
- multiplicity = 3
- charge = +1

Geometry (Å):
Ti -0.94 0.25 0.53
C -1.83 -2.59 2.42
C -2.28 -2.97 1.01
S -1.51 -1.99 -0.33
C -3.01 -1.67 -1.30
C -2.81 -0.56 -2.32
S -2.08 0.96 -1.65
C -3.52 1.99 -1.34
C -4.42 1.49 -0.21
S -3.45 1.41 1.30
C -4.23 0.07 2.21
C -3.28 -0.31 3.34
S -1.63 -0.83 2.80
H -0.87 -3.04 2.65
H -2.55 -2.99 3.14
H -3.36 -2.86 0.90
H -2.04 -4.02 0.83
H -3.80 -1.42 -0.60
H -3.29 -2.59 -1.82
H -3.78 -0.29 -2.75
H -2.18 -0.88 -3.14
H -4.08 2.07 -2.27
H -3.13 2.98 -1.12
H -4.82 0.50 -0.44
H -5.26 2.17 -0.07
H -4.40 -0.78 1.54
H -5.18 0.39 2.62
H -3.69 -1.11 3.95
H -3.11 0.54 4.00
C 2.10 1.46 -3.42
C 1.29 0.38 -2.72
C 0.53 -0.47 -3.75
C 2.14 -0.50 -1.81
C 3.13 -1.28 -2.40
C 3.99 -2.05 -1.64
C 3.85 -2.02 -0.27
C 2.88 -1.25 0.37
C 2.87 -1.30 1.89
C 2.96 0.06 2.59
C 1.70 -2.11 2.41
C 2.00 -0.51 -0.42
N 1.01 0.34 0.20
C 1.53 1.66 0.38
C 2.82 2.09 0.04
C 3.23 3.40 0.26
C 2.39 4.34 0.82
C 1.11 3.95 1.19
C 0.76 2.66 0.95
F -0.54 2.26 1.33
H 1.47 2.06 -4.07
H 2.88 1.02 -4.05
H 2.59 2.14 -2.71
H 0.55 0.89 -2.09
H 1.21 -0.83 -4.53
H -0.24 0.12 -4.25
H 0.07 -1.35 -3.30
H 3.23 -1.27 -3.48
H 4.76 -2.65 -2.11
H 4.53 -2.61 0.35
H 3.77 -1.85 2.15
H 2.03 0.62 2.51
H 3.76 0.67 2.19
H 3.16 -0.10 3.65
H 0.76 -1.59 2.19
H 1.75 -2.24 3.50
H 1.66 -3.11 1.96
H 3.50 1.37 -0.39
H 4.24 3.68 -0.03
H 2.71 5.36 0.98
H 0.40 4.63 1.65

Löwdin atomic charge list, values in e, 6 entries:
1 Ti 0.337
2 C -0.463
3 C -0.447
4 S 0.881
5 C -0.476
6 C -0.452

=====

(4)
Density functional theory data (the ωB97M-V functional and the def2-TZVPD basis) for a structure of composition C26H37GdO8P2.

## Properties
- expectation value of S² = 15.890
- orbital gap (alpha / beta) (eV) = 5.65 / 8.02
- calculated total energy (a.u.) = -3062.7754
- multiplicity = 8
- relative energy (zero: lowest compared OMol25 entry of this formula, charge and spin) (kJ/mol) = 117.24
- charge = +2

Geometry (Å):
Gd 0.43 0.60 0.29
C 3.03 1.08 2.63
C 3.49 -0.21 1.95
O 2.88 -0.31 0.67
C 3.69 -0.07 -0.47
C 3.81 1.43 -0.77
O 2.52 2.03 -0.57
C 2.62 3.44 -0.42
C 1.26 3.98 0.03
O 0.70 3.18 1.07
C 1.15 3.52 2.40
C 1.04 2.23 3.24
O 1.60 1.14 2.53
H 3.32 1.06 3.69
H 3.48 1.95 2.14
H 4.58 -0.25 1.88
H 3.14 -1.07 2.53
H 4.68 -0.51 -0.36
H 3.16 -0.57 -1.30
H 4.53 1.90 -0.08
H 4.14 1.59 -1.80
H 3.40 3.68 0.31
H 2.90 3.91 -1.37
H 1.33 5.02 0.34
H 0.55 3.90 -0.81
H 2.18 3.87 2.37
H 0.51 4.30 2.81
H 1.54 2.37 4.20
H -0.01 1.98 3.41
C -3.38 -1.36 0.44
P -2.05 -0.70 -0.65
C -1.83 -2.20 -1.69
C -2.99 0.44 -1.74
C -3.74 -0.04 -2.81
C -4.42 0.84 -3.63
C -4.36 2.20 -3.39
C -3.62 2.69 -2.33
C -2.92 1.82 -1.50
P -1.88 2.44 -0.11
C -3.00 2.22 1.34
C -2.06 4.27 -0.24
H -4.17 -1.78 -0.18
H -3.81 -0.60 1.09
H -2.94 -2.14 1.06
H -2.80 -2.61 -1.99
H -1.31 -2.95 -1.11
H -1.24 -1.96 -2.57
H -3.80 -1.09 -3.00
H -5.00 0.46 -4.46
H -4.89 2.89 -4.04
H -3.58 3.75 -2.17
H -4.03 2.40 1.05
H -2.71 2.95 2.10
H -2.90 1.22 1.76
H -3.11 4.53 -0.17
H -1.65 4.66 -1.17
H -1.54 4.72 0.60
O 0.26 -1.23 1.26
C 0.68 -1.82 0.21
O 0.87 -1.14 -0.85
C 0.85 -3.28 0.23
C 0.77 -3.95 1.45
C 0.78 -5.34 1.52
C 0.84 -6.03 0.33
O 0.81 -7.35 0.12
C 0.93 -7.55 -1.28
O 1.01 -6.27 -1.90
C 0.96 -5.36 -0.91
C 0.98 -3.99 -0.98
H 0.69 -3.37 2.35
H 0.72 -5.85 2.46
H 0.05 -8.09 -1.66
H 1.84 -8.13 -1.49
H 1.07 -3.47 -1.92

Löwdin atomic charge list, values in e, 6 entries:
1 Gd 1.591
2 C -0.125
3 C -0.110
4 O -0.240
5 C -0.132
6 C -0.132

=====

(5)
Density functional theory data (the ωB97M-V functional and the def2-TZVPD basis) for a structure of composition C26H37Ge2NO4Ti.

## Properties
- orbital gap (alpha / beta) (eV) = 7.23 / 7.23
- calculated total energy (a.u.) = -6371.9778
- multiplicity = 1
- relative energy (zero: lowest compared OMol25 entry of this formula, charge and spin) (kJ/mol) = 8.46
- charge = 0

Geometry (Å):
Ti -0.34 0.34 0.12
N 1.24 0.70 3.91
C 1.00 0.65 2.60
O -0.13 0.29 2.20
C 2.07 0.95 1.59
C 1.77 0.14 0.32
H 0.49 0.50 4.56
H 2.13 0.99 4.26
H 3.05 0.82 2.06
H 1.97 2.02 1.37
H 2.02 -0.92 0.50
H 2.38 0.50 -0.51
C 1.64 -1.03 -4.57
C 1.59 -0.44 -3.16
Ge -0.20 -0.05 -2.44
C -0.92 1.56 -3.32
C -1.18 1.45 -4.82
C -1.34 -1.54 -3.00
C -1.90 -2.38 -2.12
Ge -1.56 -1.95 -0.23
C -3.18 -1.73 0.89
C -4.31 -2.76 1.01
C -0.35 -3.26 0.62
C -0.78 -4.72 0.78
C -2.68 -3.58 -2.59
C -2.95 -3.83 -3.94
C -3.66 -4.94 -4.35
C -4.13 -5.86 -3.42
C -3.87 -5.64 -2.08
C -3.16 -4.52 -1.68
H 2.65 -1.29 -4.88
H 1.24 -0.35 -5.32
H 1.04 -1.95 -4.62
H 2.19 0.47 -3.09
H 2.05 -1.15 -2.46
H -0.25 2.40 -3.11
H -1.86 1.80 -2.82
H -0.25 1.31 -5.39
H -1.66 2.35 -5.23
H -1.82 0.61 -5.06
H -1.47 -1.72 -4.06
H -3.62 -0.78 0.58
H -2.77 -1.54 1.89
H -4.80 -2.93 0.05
H -5.08 -2.42 1.71
H -3.95 -3.73 1.37
H -0.12 -2.83 1.61
H 0.59 -3.22 0.06
H -1.73 -4.80 1.32
H -0.05 -5.29 1.35
H -0.91 -5.21 -0.18
H -2.61 -3.14 -4.70
H -3.86 -5.10 -5.40
H -4.68 -6.74 -3.74
H -4.21 -6.35 -1.33
H -2.96 -4.39 -0.62
O -4.45 2.84 0.05
C -3.61 3.88 0.04
C -4.20 5.16 0.07
C -3.41 6.28 0.06
C -2.01 6.19 0.03
C -1.43 4.95 0.00
C -2.21 3.78 0.01
C -1.54 2.48 -0.03
O -2.19 1.38 -0.04
O -0.27 2.38 -0.07
H -3.93 2.01 0.04
H -5.28 5.22 0.09
H -3.88 7.25 0.07
H -1.40 7.09 0.02
H -0.35 4.84 -0.03

Löwdin atomic charge list, values in e, 6 entries:
1 Ti 0.842
2 N 0.214
3 C -0.478
4 O -0.069
5 C -0.191
6 C -0.258

=====

(6)
Density functional theory data (the ωB97M-V functional and the def2-TZVPD basis) for a structure of composition C26H37GeMnN4OS.

## Properties
- expectation value of S² = 6.372
- orbital gap (alpha / beta) (eV) = 7.67 / 8.35
- calculated total energy (a.u.) = -4932.8287
- multiplicity = 5
- relative energy (zero: lowest compared OMol25 entry of this formula, charge and spin) (kJ/mol) = 96.67
- charge = +2

Geometry (Å):
Mn 0.16 0.99 0.36
C 1.92 1.54 -3.65
C 1.61 1.09 -2.36
N 0.70 1.65 -1.59
C 0.01 2.71 -2.07
C 0.24 3.23 -3.37
C 1.24 2.62 -4.16
C -0.53 4.33 -3.83
C -1.47 4.90 -3.05
C -1.72 4.42 -1.73
C -2.69 5.00 -0.89
C -2.81 4.51 0.39
C -1.98 3.47 0.82
N -1.10 2.87 0.04
C -0.96 3.34 -1.23
H 2.70 1.05 -4.22
H 2.13 0.23 -1.95
H 1.46 3.01 -5.14
H -0.34 4.71 -4.83
H -2.05 5.74 -3.40
H -3.31 5.81 -1.24
H -3.54 4.93 1.08
H -2.05 3.13 1.84
O 1.83 -0.16 0.49
S 2.52 -1.49 0.20
C 1.61 -2.70 1.23
C 2.13 -2.48 2.63
C 3.65 -2.38 2.53
C 3.98 -1.51 1.32
H 1.85 -3.68 0.83
H 0.54 -2.48 1.13
H 1.85 -3.30 3.30
H 1.72 -1.55 3.02
H 4.08 -3.38 2.40
H 4.07 -1.95 3.43
H 4.81 -1.91 0.74
H 4.17 -0.47 1.57
N -1.12 -0.51 -0.35
C -1.26 -1.23 -1.27
N -1.35 -2.01 -2.27
C -0.15 -2.65 -2.80
C -0.30 -4.17 -2.75
C -1.74 -4.60 -3.09
C -2.47 -3.50 -3.86
C -2.60 -2.26 -2.98
H 0.72 -2.33 -2.22
H -0.02 -2.31 -3.84
H -0.04 -4.54 -1.76
H 0.40 -4.61 -3.46
H -2.29 -4.83 -2.18
H -1.72 -5.51 -3.70
H -3.47 -3.83 -4.14
H -1.93 -3.27 -4.78
H -3.40 -2.41 -2.24
H -2.86 -1.38 -3.58
C -0.79 2.06 5.15
Ge 0.02 0.48 4.23
C -1.06 -1.14 4.65
C 1.94 0.35 4.75
C -0.22 1.14 2.32
H -0.66 1.93 6.22
H -1.85 2.15 4.95
H -0.29 2.98 4.86
H -1.32 -1.08 5.70
H -0.52 -2.07 4.48
H -1.98 -1.15 4.08
H 2.10 1.01 5.60
H 2.60 0.68 3.95
H 2.21 -0.65 5.06
H 0.28 2.14 2.36
H -1.31 1.25 2.28

Löwdin atomic charge list, values in e, 6 entries:
1 Mn 0.817
2 C -0.007
3 C -0.097
4 N 0.025
5 C -0.129
6 C -0.122